{"formula": "C4H7NO", "method": "ωB97M-V with the def2-TZVPD basis set", "lumo_ha": 0.0386, "smiles": "C[C@H]1CN1C=O", "spin_multiplicity": 1, "charge": 0, "total_energy_ev": -7797.2078, "relative_energy_kj_mol": 235.1, "homo_lumo_gap_ha": 0.40633, "fmax_ha_per_bohr": 0.020, "species": ["H", "C", "H", "C", "C", "O", "N", "H", "H", "H", "C", "H", "H"], "xyz": [[-0.32, 1.01, 1.44], [0.57, 0.19, -0.60], [0.57, 2.09, 0.42], [-1.51, -0.22, 0.00], [0.51, -1.31, -0.63], [-1.68, -0.88, 0.99], [-0.63, -0.51, -1.07], [-1.96, 0.77, -0.17], [1.13, 0.73, -1.37], [1.00, -1.90, -1.41], [0.51, 1.04, 0.71], [1.37, 0.74, 1.29], [0.39, -1.82, 0.31]], "mulliken_charge": [0.403, 0.051, 0.326, 0.086, -0.340, -0.501, -0.404, 0.476, 0.353, 0.244, -1.230, 0.313, 0.225]}

---

{"formula": "C7H10", "method": "ωB97M-V with the def2-TZVPD basis set", "lumo_ha": 0.0149, "smiles": "C=CC(C=C)=CC", "spin_multiplicity": 1, "charge": 0, "total_energy_ev": -7418.4057, "relative_energy_kj_mol": 253.7, "homo_lumo_gap_ha": 0.31450, "fmax_ha_per_bohr": 0.034, "species": ["H", "H", "H", "C", "H", "C", "H", "C", "H", "C", "H", "H", "C", "C", "H", "H", "C"], "xyz": [[0.14, -3.39, -1.67], [-1.73, 1.06, 1.64], [-1.62, -0.56, -1.00], [-0.13, -2.59, -0.99], [0.77, 2.51, 1.41], [0.25, -0.36, 0.00], [1.72, -1.62, -1.00], [1.08, 0.51, 0.62], [-1.05, -2.77, -0.46], [-1.17, -0.02, -0.16], [0.55, 2.46, -0.36], [2.04, 0.11, 0.93], [1.06, 2.00, 0.49], [-1.91, 0.77, 0.62], [2.09, 2.35, 0.41], [-2.81, 1.13, 0.17], [0.70, -1.61, -0.65]], "mulliken_charge": [0.265, 0.310, 0.383, -0.810, 0.307, 0.646, 0.298, -0.270, 0.336, -0.376, 0.384, 0.358, -1.237, -0.805, 0.369, 0.246, -0.404]}

---

{"formula": "C4H13N4", "method": "ωB97M-V with the def2-TZVPD basis set", "lumo_ha": [0.0394, 0.0354], "spin_multiplicity": 2, "charge": 0, "total_energy_ev": -10316.3436, "relative_energy_kj_mol": 59.8, "homo_lumo_gap_ha": [0.19989, 0.34129], "fmax_ha_per_bohr": 0.019, "species": ["N", "C", "H", "H", "N", "H", "C", "H", "H", "H", "H", "N", "H", "H", "C", "H", "C", "H", "H", "H", "N"], "xyz": [[1.64, 1.36, -0.57], [-1.53, -1.34, 1.13], [0.30, 1.96, 1.59], [-0.31, 1.61, -1.33], [0.39, -2.34, 0.04], [2.79, 2.03, -2.18], [0.32, 1.71, -0.47], [-3.42, -1.38, 1.79], [3.05, 0.35, -1.73], [2.19, 1.28, 0.27], [1.56, 0.77, -2.55], [-2.88, -0.87, 1.10], [-1.43, -1.85, -0.90], [-0.95, -1.26, 2.05], [2.30, 1.12, -1.83], [-2.94, 0.10, 1.36], [-0.95, -1.88, 0.07], [-1.17, 2.12, 0.82], [0.41, -3.29, -0.33], [0.83, -2.39, 0.95], [-0.18, 2.20, 0.73]], "mulliken_charge": [-0.155, -0.349, 0.189, 0.374, -0.508, 0.306, -0.264, 0.244, 0.291, 0.169, 0.262, -0.584, 0.350, 0.242, -0.862, 0.230, -0.078, 0.214, 0.225, 0.218, -0.513]}

---

{"formula": "C15H37N14O11PS", "method": "ωB97M-V with the def2-TZVPD basis set", "lumo_ha": -0.0143, "smiles": "N=[PH2][C@@]1(c2ccncc2)OS(=O)(=O)O[C@@H]1CCO.NC(N)=O.NC(N)=O.NC(N)=O.NC(N)=O.NC(N)=O.NC(N)=O", "spin_multiplicity": 1, "charge": 0, "total_energy_ev": -79655.8308, "homo_lumo_gap_ha": 0.26676, "fmax_ha_per_bohr": 0.140, "species": ["O", "N", "O", "H", "C", "H", "H", "O", "H", "H", "H", "H", "C", "N", "N", "H", "C", "O", "H", "H", "N", "C", "H", "O", "H", "H", "H", "O", "H", "H", "C", "N", "H", "H", "O", "N", "C", "H", "H", "C", "H", "H", "H", "H", "H", "O", "N", "H", "H", "C", "H", "H", "H", "N", "C", "C", "N", "C", "C", "H", "H", "O", "N", "H", "H", "N", "O", "P", "C", "H", "S", "O", "N", "C", "N", "N", "H", "C", "H"], "xyz": [[-3.33, -2.04, 0.50], [1.07, -7.45, -2.78], [5.33, 0.54, 0.74], [-3.06, -3.87, 3.08], [-2.94, 1.21, -1.93], [-1.10, 8.37, 0.43], [-4.33, -0.34, -0.57], [1.07, 1.02, 2.23], [5.63, -1.00, -1.17], [0.03, -0.35, 0.84], [1.34, -0.81, 4.80], [-0.27, 2.36, 0.28], [2.01, 2.48, -1.06], [-1.05, 7.55, -0.16], [6.50, -0.67, -0.76], [-2.10, 2.75, -3.67], [-4.46, 2.12, -4.10], [-2.29, 1.06, 0.40], [3.33, 0.97, -0.77], [0.40, -7.78, -3.46], [0.10, -1.05, 0.07], [1.01, 0.70, 3.40], [1.09, -5.11, 3.98], [-0.14, 8.80, -1.80], [2.76, 3.39, -1.24], [0.21, -0.52, -2.36], [2.36, -5.10, 0.71], [-4.32, 2.96, 0.40], [7.56, 1.20, 1.58], [-2.69, -4.25, 1.42], [1.93, -4.06, 2.39], [-5.72, 1.39, -3.74], [1.67, -6.08, 1.97], [-6.59, -0.06, -2.19], [-2.23, 3.37, 1.85], [-3.80, -1.53, 2.64], [-3.03, 2.13, -3.31], [0.54, 1.28, 5.34], [8.48, 0.27, 0.43], [-0.53, 7.72, -1.39], [1.36, -3.41, 4.22], [-0.80, 5.70, -1.82], [1.70, -1.18, 3.14], [-1.77, -1.57, -1.52], [-4.51, 2.80, -5.08], [2.67, 1.22, -1.51], [-0.48, 6.60, -2.14], [1.91, 2.40, 0.12], [0.54, 3.88, -2.10], [-0.72, 2.47, -0.81], [-0.10, 6.68, -3.07], [0.31, 2.46, 4.08], [0.52, 2.09, -2.80], [-3.02, -3.59, 2.11], [-3.38, -2.37, 1.68], [-4.31, 0.35, -1.52], [1.98, -5.18, 1.65], [6.40, 0.17, 0.28], [-1.63, 1.10, -0.94], [-3.86, -1.78, 3.62], [2.02, -7.78, -2.83], [-1.75, 3.51, -0.63], [0.59, 1.53, 4.37], [-0.78, -5.53, -1.06], [-1.37, 6.67, 0.19], [1.37, -0.52, 3.84], [1.59, -6.19, -0.99], [-0.72, -0.58, -1.25], [0.54, 2.72, -1.82], [7.37, -0.99, -1.15], [-2.77, 2.72, 0.53], [2.32, -2.98, 1.98], [7.58, 0.57, 0.79], [-5.61, 0.53, -2.51], [1.42, -4.23, 3.62], [-0.51, -6.18, -1.78], [-4.09, -0.60, 2.36], [0.77, -6.58, -1.80], [-1.21, -6.49, -2.44]], "mulliken_charge": [-0.621, -0.415, -0.600, 0.137, -0.093, 0.190, 0.136, -0.525, 0.229, 0.023, 0.136, 0.179, -0.071, -0.315, -0.366, 0.205, -0.214, -0.030, 0.309, 0.157, -0.319, 0.546, 0.156, -0.679, 0.291, 0.095, 0.190, -0.557, 0.229, 0.192, 0.708, -0.498, 0.127, 0.275, -0.620, -0.352, -0.420, 0.135, 0.147, 0.596, 0.181, 0.181, 0.241, 0.059, 0.278, -0.566, -0.308, 0.152, -0.007, 0.199, 0.152, 0.233, 0.303, -0.465, 0.740, 0.073, -0.350, 0.638, 0.184, 0.161, 0.228, -0.290, -0.422, 0.201, 0.172, -0.275, -0.642, 0.392, -0.360, 0.160, 1.156, -0.654, -0.415, -0.292, -0.370, -0.346, 0.205, 0.614, 0.165]}

---

{"formula": "C27H45N7O2", "method": "ωB97M-V with the def2-TZVPD basis set", "lumo_ha": 0.0090, "smiles": "CCCN[C@H]1NC(=O)[C@H](CCCCCN)[C@@]1(CCCOC)c1ccncc1.CC#N.CC#N.CC#N", "spin_multiplicity": 1, "charge": 0, "total_energy_ev": -43247.2783, "homo_lumo_gap_ha": 0.32123, "fmax_ha_per_bohr": 0.095, "species": ["C", "H", "H", "H", "H", "H", "H", "H", "H", "C", "H", "C", "C", "O", "N", "N", "H", "C", "C", "H", "H", "C", "H", "H", "C", "C", "C", "H", "H", "H", "C", "H", "C", "H", "C", "C", "C", "H", "C", "C", "H", "H", "H", "H", "N", "C", "C", "C", "H", "N", "H", "C", "H", "H", "H", "H", "H", "H", "C", "H", "N", "H", "O", "H", "N", "H", "C", "C", "H", "H", "H", "C", "N", "H", "H", "C", "H", "C", "H", "H", "H"], "xyz": [[4.24, -4.04, 0.48], [1.52, 2.19, -5.88], [5.10, -4.23, 1.22], [-5.60, 1.31, 7.80], [2.69, -2.43, 2.19], [-0.07, -0.51, -3.71], [2.86, 3.56, -2.64], [2.26, -2.21, -0.26], [-0.98, -3.77, -6.52], [-1.57, -2.96, 0.54], [0.81, -0.77, -1.72], [-2.50, -4.12, 0.15], [-0.26, 1.12, -2.13], [1.32, 0.88, 3.42], [3.64, 3.25, -3.24], [-6.67, 3.50, 5.75], [-3.77, -2.82, -2.74], [1.86, 0.74, -0.49], [-0.33, -0.48, 0.14], [-1.28, 2.50, 2.00], [0.37, 2.14, 1.27], [-2.25, -1.62, -1.56], [0.75, -1.20, 2.06], [-2.07, 1.03, 0.25], [-1.34, -1.65, -0.27], [1.64, 0.92, -4.03], [-0.10, 1.13, 3.29], [1.63, 2.19, 5.03], [3.91, 2.62, -5.26], [0.39, -4.08, -5.46], [-0.33, -3.32, -5.77], [2.66, 0.18, 1.42], [2.03, 2.01, 3.98], [2.05, 2.94, 3.31], [-3.12, -2.86, -1.79], [0.12, 0.62, -3.62], [-6.00, 2.71, 6.25], [-0.96, -3.09, 1.51], [-2.88, 3.85, 3.83], [0.96, -1.09, 0.93], [-4.01, 3.51, 2.06], [2.24, -5.22, 0.65], [4.01, 2.34, -2.93], [0.81, 2.97, -4.33], [1.51, -2.41, 0.40], [0.35, -2.13, -6.29], [1.69, 2.37, -4.75], [2.86, -4.44, 1.21], [-0.63, 0.13, 3.50], [0.88, -1.19, -6.69], [2.40, 0.79, -3.19], [-1.29, 0.53, 0.94], [4.35, -4.71, -0.45], [4.24, -2.94, 0.20], [0.19, 2.18, -2.05], [-0.45, 1.93, 4.06], [-4.95, 4.10, 3.43], [-1.92, -0.08, 1.70], [-5.15, 1.70, 6.89], [3.13, 1.69, 4.12], [-2.01, 3.59, 4.54], [1.12, -3.44, 2.32], [2.54, 1.74, -0.81], [1.95, 0.15, -4.85], [-3.26, -4.06, -1.05], [-4.96, 0.85, 6.23], [1.98, -3.14, 1.61], [3.09, 3.13, -4.63], [-2.54, -5.04, 0.83], [-0.95, -3.08, -4.90], [-4.18, 2.12, 7.17], [-3.98, 4.18, 2.92], [2.10, -0.16, 0.63], [3.14, -4.93, 2.22], [3.01, 4.21, -5.03], [-0.52, 1.65, 1.80], [-1.39, 1.21, -1.96], [0.50, 0.14, -1.11], [-2.24, -0.72, -2.26], [-3.90, 5.20, 2.54], [-0.54, 1.12, -4.43]], "mulliken_charge": [-0.891, 0.258, 0.297, 0.308, 0.230, -0.018, 0.255, 0.375, 0.305, -0.188, 0.609, -0.385, -0.409, -0.283, -0.604, -0.414, 0.313, -0.093, 2.056, 0.133, 0.221, -0.281, 0.636, 0.220, -0.588, -0.225, -0.541, 0.317, 0.328, 0.269, -0.706, 0.337, -0.744, 0.284, -0.375, -0.689, 0.384, 0.079, 0.446, -1.222, 0.240, 0.320, 0.313, 0.325, 0.014, 0.450, -0.534, -0.544, 0.272, -0.405, 0.212, -0.935, 0.231, 0.264, 0.340, 0.339, 0.228, 0.524, -0.792, 0.274, -0.476, 0.231, -0.646, 0.296, -0.584, 0.253, -0.365, -0.806, 0.296, 0.133, 0.272, -0.719, 0.104, 0.307, 0.301, -0.150, 0.479, -0.785, 0.169, 0.283, 0.272]}

---

{"formula": "C22H32Br6N4", "method": "ωB97M-V with the def2-TZVPD basis set", "lumo_ha": 0.0148, "smiles": "c1cc[nH]c1.c1cc[nH]c1.c1cc[nH]c1.c1cc[nH]c1.BrCCBr.BrCCBr.BrCCBr", "spin_multiplicity": 1, "charge": 0, "total_energy_ev": -449546.0154, "homo_lumo_gap_ha": 0.31604, "fmax_ha_per_bohr": 0.087, "species": ["C", "Br", "H", "N", "H", "H", "C", "C", "N", "H", "Br", "Br", "C", "H", "C", "H", "H", "H", "C", "H", "H", "H", "H", "C", "H", "H", "H", "C", "H", "C", "H", "H", "C", "C", "Br", "C", "H", "H", "H", "H", "Br", "H", "C", "C", "C", "C", "N", "H", "C", "H", "H", "C", "H", "H", "C", "C", "C", "N", "H", "H", "Br", "H", "C", "H"], "xyz": [[2.85, -2.30, 1.07], [-1.19, -2.67, -2.74], [-4.07, -3.15, -1.18], [-1.90, -6.55, 0.13], [2.43, 0.55, -0.62], [-3.56, 0.49, 2.40], [2.77, 1.81, -3.13], [4.11, 2.10, -3.03], [4.85, 1.01, -3.47], [-3.14, -1.74, -0.61], [1.64, 4.85, 0.53], [-1.47, 4.43, 2.73], [3.99, 0.04, -3.79], [-2.47, -3.51, 0.83], [2.67, 0.47, -3.67], [1.75, -0.10, -3.82], [4.64, 3.00, -2.75], [0.87, 2.47, 3.07], [2.43, -0.49, -0.30], [-1.07, 6.53, 0.50], [-1.62, 1.92, 2.94], [-3.04, -1.20, -3.21], [-2.76, 2.06, 0.23], [-0.17, 7.14, 0.39], [-2.02, -7.42, -0.35], [-3.51, -2.85, -3.44], [-0.20, -1.14, 0.37], [0.98, 6.52, 1.10], [2.08, -3.81, -0.40], [-2.78, 0.26, 1.62], [4.19, -0.97, -4.22], [-3.76, -5.50, -0.33], [-2.79, -5.50, 0.13], [2.34, -2.79, -0.16], [-0.04, 7.36, -1.45], [-3.04, -2.15, -2.80], [3.24, -2.74, 1.91], [-0.65, 1.11, -0.72], [0.41, 1.36, 4.33], [1.83, 7.18, 0.94], [1.05, 3.56, 5.26], [0.66, 6.64, 2.14], [0.22, 2.40, 4.02], [-1.26, 0.61, -0.05], [-1.27, 2.73, 3.58], [-0.84, -4.87, 1.05], [-0.93, -0.55, 0.63], [-1.78, -1.62, 2.29], [-1.89, -0.82, 1.60], [0.09, -6.83, 0.81], [-1.89, 2.79, 4.48], [-2.18, -4.46, 0.75], [3.16, -0.39, 1.71], [1.69, -1.67, -1.97], [2.12, -1.66, -1.02], [-2.40, 1.15, 0.56], [-3.71, -2.13, -1.46], [2.85, -0.95, 0.92], [0.03, -4.38, 1.53], [1.99, 2.51, -2.79], [-5.34, -0.96, -1.38], [-0.33, 8.13, 0.92], [-0.75, -6.20, 0.69], [5.83, 0.89, -3.30]], "mulliken_charge": [-0.713, -0.144, 0.184, 0.015, 0.453, 0.444, -0.464, -0.505, -0.007, -0.480, -0.078, -0.099, -0.500, 0.404, -0.417, 0.527, 0.407, 0.159, -0.748, 0.183, -0.471, 0.438, 0.647, -0.433, 0.203, 0.391, -0.010, -0.711, 0.452, -0.804, 0.311, 0.409, -0.904, -0.749, -0.123, -0.582, 0.499, 0.808, 0.429, 0.408, -0.137, 0.376, -0.541, -0.703, 0.313, -0.172, 0.582, 0.581, -0.855, 0.416, 0.378, -0.036, 0.201, 0.479, 0.051, -0.707, 0.387, 0.043, 0.384, 0.433, -0.173, 0.347, -0.709, 0.235]}